[1]
ORCA calculation (the ωB97M-V functional and the def2-TZVPD basis) on a 5-piece molecular cluster, C15H40O15S5 overall in a non-equilibrium geometry.

The value obtained for the gap between HOMO and LUMO (alpha / beta) is 8.59 / 2.10 eV. As for the expectation value of S²: 0.76. The calculation puts the max |F| at 0.1148 Eh/bohr. Its net charge is +1. The LUMO energy (alpha / beta) comes out at -3.9 / -10.4 eV. Its spin multiplicity is 2.

Positions of all 75 atoms, in Å:
O -1.1112 0.6600 -0.0318
S 0.1655 0.3005 0.6237
O 1.1856 1.3469 0.8198
O -0.1399 -0.3417 2.1585
C -1.4674 -0.2489 2.6777
C -1.4698 0.9930 3.5883
C 0.8874 -1.1606 -0.1999
H -1.7193 -1.2220 3.0992
H -2.2053 -0.1683 1.8796
H -0.7272 0.7246 4.3398
H -2.4355 1.2029 4.0480
H -1.3023 1.9166 3.0343
H 0.0816 -1.8943 -0.2239
H 1.8499 -1.5480 0.1344
H 0.9754 -0.9614 -1.2679
O 2.3887 -1.9079 -2.9496
S 3.8284 -1.9285 -2.9937
O 4.5289 -3.1470 -2.5705
O 4.3763 -1.5452 -4.5677
C 4.2889 -0.2662 -5.2441
C 4.4771 -0.2833 -6.7860
C 4.3334 -0.4577 -2.0543
H 5.0446 0.4325 -4.8851
H 3.3208 0.2284 -5.1650
H 5.4324 -0.7030 -7.1012
H 4.2991 0.7332 -7.1367
H 3.6683 -0.8336 -7.2668
H 5.3796 -0.5443 -1.7609
H 3.7101 -0.4416 -1.1602
H 4.3621 0.5014 -2.5714
O 4.5585 -3.3243 3.4613
S 3.9173 -3.2610 2.1505
O 2.5329 -3.6910 1.9081
O 4.1011 -1.7543 1.5097
C 4.7165 -0.7163 2.1628
C 3.8699 -0.2285 3.3561
C 4.9339 -4.1527 0.8272
H 4.6668 0.1599 1.5164
H 5.7448 -0.9086 2.4690
H 3.6170 -0.9998 4.0836
H 3.0155 0.1493 2.7945
H 4.4377 0.5653 3.8415
H 5.0159 -5.1754 1.1952
H 5.9304 -3.7148 0.8856
H 4.4299 -4.0415 -0.1329
O -2.3173 -3.6090 -1.2608
S -3.3981 -2.6007 -1.1952
O -4.7091 -2.9464 -1.7386
O -3.5971 -2.1582 0.3912
C -4.6535 -1.1598 0.7505
C -5.3098 -1.4133 2.1496
C -2.7445 -1.0202 -1.9031
H -5.5118 -1.2255 0.0818
H -4.2221 -0.1600 0.7021
H -6.1062 -2.1566 2.1854
H -5.6484 -0.4638 2.5642
H -4.5681 -1.8561 2.8144
H -2.8743 -1.0628 -2.9845
H -1.6948 -0.9269 -1.6246
H -3.2338 -0.0997 -1.5846
O -2.9558 4.9586 2.4531
S -3.0563 3.8830 1.5007
O -3.3752 2.4431 1.8468
O -3.9565 4.4867 0.2030
C -5.3572 4.2073 0.2660
C -6.3158 5.3426 -0.0859
C -1.4914 3.7919 0.6194
H -5.6899 3.7563 1.2009
H -5.4438 3.4934 -0.5531
H -5.6991 6.0730 -0.6097
H -6.8928 5.9051 0.6481
H -7.0795 5.0130 -0.7904
H -1.3067 4.7212 0.0806
H -1.5702 2.8798 0.0277
H -0.7159 3.5612 1.3498

Forces on the atoms, in the same order (eV/Å):
1.89 -0.42 1.13
0.90 0.07 1.29
-1.92 -1.65 -0.46
0.63 0.53 -2.74
-0.92 0.92 -0.43
-0.62 -1.21 0.16
-1.17 0.39 -0.74
0.39 0.23 0.69
0.19 0.25 -0.30
0.05 0.90 0.16
-0.09 -0.54 0.28
0.82 -0.30 -0.06
0.14 -0.33 0.67
-0.33 0.30 0.73
0.21 0.72 -0.02
0.55 -0.09 -0.38
0.97 0.41 -1.15
-1.03 2.62 -1.08
-0.32 -0.92 1.38
-0.28 0.92 -0.73
-0.51 -1.10 0.66
1.09 -0.44 0.27
0.11 -0.24 0.53
-0.26 -0.34 0.81
-0.04 0.27 -0.03
0.55 0.15 0.15
0.10 -0.38 0.10
-0.01 -0.58 0.17
-0.01 0.06 -0.15
-0.88 -0.31 -0.45
-1.07 0.26 -1.86
0.24 -1.32 -1.43
2.20 1.27 0.85
-1.29 -2.28 -0.97
0.37 1.79 2.46
0.49 -0.16 -0.90
-0.43 0.68 2.03
0.49 -0.35 -0.57
0.09 -0.34 -0.27
-0.01 0.05 -0.19
-0.55 0.26 0.94
-0.31 0.16 0.07
-0.28 -0.04 -0.26
-0.13 0.13 -0.28
0.11 -0.02 0.21
-2.29 2.59 0.61
0.24 -0.94 -0.03
1.82 0.92 0.72
-0.55 0.32 -0.54
-0.87 -1.01 0.27
1.50 -0.56 -0.27
-0.17 -0.59 -0.15
0.47 -0.05 -0.67
0.24 -0.11 0.01
-0.15 0.24 -0.61
-0.04 -0.07 -0.03
0.23 0.36 0.21
0.14 -0.38 0.04
-0.23 -0.32 -0.13
-0.39 -0.44 0.44
-1.69 -0.50 -0.43
4.01 -4.29 0.65
-0.61 5.04 -1.05
-1.41 -0.11 1.09
-1.33 0.61 1.06
0.60 1.01 -1.62
-0.82 -0.37 0.05
0.70 -0.50 0.08
-0.01 -0.61 -0.45
-0.25 0.24 -0.25
0.61 -0.57 0.93
0.23 -0.28 -0.11
-0.02 -0.17 0.04
0.04 0.19 -0.43
-0.10 0.29 0.31

---

[2]
ORCA calculation (the ωB97M-V functional and the def2-TZVPD basis) on an isolated molecule of C5H10O in a non-equilibrium geometry.

The value obtained for the gap between HOMO and LUMO is 10.27 eV. The calculation puts the max |F| at 0.0661 Eh/bohr. Its SMILES is CCCC(C)=O. The LUMO energy comes out at 1.0 eV.

Positions of all 16 atoms, in Å:
C -0.4058 -0.0856 -2.2498
C -0.2519 0.8007 -1.0374
C 0.6884 0.1509 0.0179
C 0.2143 -0.2232 2.4011
C -0.1034 -0.5777 0.9949
O -1.0114 -1.3172 0.6419
H -0.7324 -1.0612 -1.8799
H -1.1468 0.3067 -2.9493
H 0.5595 -0.1880 -2.7545
H 0.0483 1.8328 -1.3074
H -1.2456 0.8968 -0.5576
H 1.5251 0.7860 0.3099
H -0.5011 0.5923 2.5590
H -0.0115 -1.0680 3.0341
H 1.2247 0.1707 2.5624
H 1.1497 -1.0161 0.2147

Forces on the atoms, in the same order (eV/Å):
-0.07 -0.12 -0.26
0.22 -0.57 -0.18
0.47 -0.93 0.04
-0.18 -0.29 0.53
-1.16 0.99 0.96
0.18 0.20 0.54
0.03 0.05 -0.34
0.07 -0.07 -0.05
-0.17 -0.09 -0.09
0.31 -0.64 0.24
0.48 -0.08 -0.08
-0.41 -0.11 0.58
0.11 -0.07 0.43
-0.08 0.01 0.53
-0.26 -0.23 -0.12
0.45 1.96 -2.74

---

[3]
ORCA calculation (the ωB97M-V functional and the def2-TZVPD basis) on an isolated molecule of C5H11NO2S2 in a non-equilibrium geometry.

The value obtained for the gap between HOMO and LUMO (alpha / beta) is 8.74 / 6.33 eV. The calculation puts the max |F| at 0.1027 Eh/bohr. The LUMO energy (alpha / beta) comes out at -0.1 / -1.0 eV.

Positions of all 21 atoms, in Å:
C -1.3156 0.1698 1.1719
C -2.1783 1.3775 0.7775
C 1.6527 -1.1551 0.0614
C 1.0539 -0.1748 -0.8657
C -0.4446 -0.4781 -1.0685
N -1.2282 -0.7347 0.1654
O -3.6152 0.3710 -1.2906
O -1.1997 -3.2717 -0.4973
S -3.8533 1.0232 -0.0148
S -1.5328 -2.3643 0.5658
H -0.3742 0.4410 1.4487
H -1.8408 -0.2378 1.9231
H -2.3009 2.0070 1.6798
H -1.5889 2.0101 -0.0658
H 1.3310 -1.0045 1.0489
H 1.4165 -2.2062 -0.2645
H 2.6622 -1.0854 -0.0791
H 1.5979 -0.1461 -1.7775
H 1.1233 0.9102 -0.5319
H -0.9948 0.2428 -1.6647
H -0.5393 -1.5277 -1.6562

Forces on the atoms, in the same order (eV/Å):
-1.96 2.37 -1.83
1.14 1.94 -2.13
-1.32 -1.78 -1.18
-2.13 2.15 0.52
-0.54 -2.82 -1.23
1.15 -3.38 -3.89
0.43 -0.78 -1.81
0.62 -1.07 -1.89
0.69 0.94 2.67
-0.84 1.76 2.41
2.64 1.38 1.37
-1.49 -1.80 3.29
-0.28 -0.05 -0.63
-1.40 -1.22 1.94
-0.11 -0.01 1.48
-0.12 0.91 0.38
2.92 0.17 0.48
0.08 -0.27 -1.17
0.16 -1.16 0.17
0.10 0.24 -0.10
0.27 2.47 1.15